Record 1
{"formula": "C25H38ClF13N3O17S4", "method": "ωB97M-V/def2-TZVPD", "fmax_ev_per_a": 2.9, "e_homo_ev": -12.63, "total_charge": 1, "gap_ha": 0.307, "multiplicity": 1, "e_tot_ev": -157000.361, "lumo_energy_ev": -4.28, "species": ["C", "C", "C", "Cl", "C", "C", "C", "C", "C", "O", "C", "C", "C", "F", "N", "C", "N", "C", "F", "F", "C", "F", "F", "C", "F", "F", "C", "F", "F", "F", "N", "C", "F", "F", "F", "H", "H", "H", "H", "H", "H", "H", "H", "H", "H", "H", "H", "H", "H", "H", "H", "H", "H", "H", "H", "H", "H", "C", "C", "O", "S", "O", "O", "O", "H", "H", "H", "H", "C", "C", "O", "S", "O", "O", "O", "H", "H", "H", "H", "C", "C", "O", "S", "O", "O", "O", "H", "H", "H", "H", "C", "C", "O", "S", "O", "O", "O", "H", "H", "H", "H"], "coordinates": [[-5.3427, 0.4705, 2.1447], [-3.8964, -0.0515, 1.9765], [-3.8937, -1.3362, 1.1613], [-4.4748, -2.7540, 2.1040], [-2.5736, -1.6534, 0.4007], [-1.3044, -1.3080, 1.1910], [-1.2653, -2.0106, 2.5573], [-0.1846, -1.4014, 3.4710], [-0.5785, -0.0387, 4.0464], [-1.7402, -0.1007, 4.8677], [-0.0203, -1.5269, 0.3299], [0.4845, -2.9877, 0.3425], [1.4707, -3.3205, 1.4621], [-0.5455, -3.9136, 0.3316], [-0.3483, -1.1644, -1.0863], [-1.3877, -0.3853, -1.2346], [-1.3988, 0.8612, -1.6523], [-0.1938, 1.5566, -2.0103], [0.1835, 1.1107, -3.2058], [0.7671, 1.4411, -1.1225], [-0.4813, 3.0769, -2.1905], [-1.5122, 3.2639, -2.9925], [0.5693, 3.6120, -2.7990], [-0.7336, 3.8387, -0.8445], [-1.7141, 4.7003, -1.0696], [-1.1472, 3.0340, 0.1349], [0.4682, 4.6854, -0.3322], [0.2088, 4.9934, 0.9130], [1.6104, 4.0111, -0.3435], [0.6186, 5.7802, -1.0110], [-2.6447, -0.9031, -0.8900], [-3.1756, -1.6763, -1.9776], [-2.2846, -2.4056, -2.6166], [-3.6865, -0.8201, -2.8664], [-4.1350, -2.4563, -1.5886], [-5.4017, 1.2030, 2.9463], [-5.9722, -0.3841, 2.3879], [-5.6825, 0.9397, 1.2208], [-3.5158, -0.1947, 2.9877], [-3.2766, 0.7201, 1.5068], [-4.6495, -1.2019, 0.3883], [-2.5727, -2.7347, 0.2456], [-1.3083, -0.2301, 1.4150], [-1.1724, -3.0909, 2.4806], [-2.2006, -1.8100, 3.0765], [0.7330, -1.2309, 2.9201], [0.0085, -2.0818, 4.2994], [-0.6470, 0.7166, 3.2509], [0.2620, 0.2803, 4.6747], [-2.3308, 0.5888, 4.5454], [0.7757, -0.9016, 0.7357], [1.0292, -3.1319, -0.5902], [2.1317, -4.1092, 1.0994], [2.0776, -2.4828, 1.8147], [0.8930, -3.7823, 2.2629], [0.4651, -0.9004, -1.6418], [-2.2863, 1.3520, -1.7068], [-3.1587, -5.9686, 4.7338], [-3.4432, -6.3545, 3.2976], [-2.2343, -6.0376, 2.5952], [-0.9772, -6.2664, 3.5695], [-0.4176, -7.5381, 3.3090], [-0.1933, -5.0819, 3.5612], [-1.7922, -6.3422, 4.9488], [-3.2463, -4.8894, 4.8809], [-3.8059, -6.4835, 5.4390], [-4.2827, -5.8076, 2.8761], [-3.6227, -7.4274, 3.2003], [4.7667, 0.5475, -3.0706], [3.4612, 0.5054, -3.8342], [3.1036, -0.8826, -3.8611], [3.6187, -1.5961, -2.5177], [2.5344, -1.6712, -1.5900], [4.3686, -2.7349, -2.8680], [4.6120, -0.4323, -2.0320], [5.6079, 0.2503, -3.6987], [4.9646, 1.5268, -2.6414], [3.5533, 0.8939, -4.8449], [2.6758, 1.0503, -3.3053], [1.5090, 5.2033, -5.1916], [0.2554, 5.5406, -5.9734], [0.5028, 6.8433, -6.5020], [2.0749, 7.0101, -6.8135], [2.2996, 6.7473, -8.1847], [2.5324, 8.1878, -6.1796], [2.5819, 5.7316, -5.9681], [1.5144, 5.6990, -4.2171], [1.6361, 4.1319, -5.0545], [-0.6375, 5.5444, -5.3525], [0.1121, 4.8533, -6.8110], [4.8253, 1.3315, 1.0556], [4.0369, 2.3351, 1.8719], [3.1377, 1.5346, 2.6522], [3.8476, 0.1353, 3.0081], [4.3996, 0.2167, 4.3041], [2.9684, -0.9176, 2.6290], [5.0409, 0.2295, 1.9401], [4.2495, 0.9740, 0.1968], [5.7767, 1.7304, 0.7124], [3.4834, 3.0345, 1.2531], [4.6827, 2.8886, 2.5565]], "forces_ev_per_a": [[0.640, -0.179, -0.253], [-0.816, 0.365, 0.618], [0.185, 0.417, -0.547], [0.146, 0.230, -0.097], [-0.389, -0.823, 1.303], [0.264, 0.351, -0.309], [0.184, 0.556, 0.404], [-0.684, 0.246, -0.203], [0.913, -0.290, 0.296], [-0.179, 0.230, -0.676], [-1.152, -2.477, 1.017], [1.581, 0.441, -0.218], [-0.487, -0.556, -0.075], [-0.449, 0.185, -0.052], [1.470, 1.280, -0.224], [-1.470, -0.430, 0.450], [0.508, 0.240, -0.271], [-1.851, 1.474, -0.844], [0.866, -0.560, -0.460], [0.819, -0.648, 0.544], [0.169, -0.117, 0.969], [-1.041, -0.387, -0.430], [0.952, 0.215, -0.218], [0.270, 0.700, -0.434], [-0.624, 0.620, -0.194], [0.099, -0.887, 0.232], [-0.057, -0.608, 0.571], [-0.324, 0.302, 1.092], [0.554, -0.682, -0.239], [0.009, 0.909, -1.028], [0.533, 0.009, 0.962], [-0.469, 0.817, -0.581], [0.768, -0.473, -0.286], [-0.023, 0.529, -0.554], [-0.811, -0.693, 0.765], [-0.060, 0.010, 0.014], [-0.234, 0.172, 0.040], [-0.174, -0.086, 0.021], [0.303, -0.302, -0.165], [-0.010, -0.135, -0.148], [-0.047, -0.168, 0.030], [0.127, 0.098, -0.359], [-0.210, -0.005, -0.141], [0.059, 0.046, -0.160], [-0.101, -0.170, -0.136], [0.264, -0.193, 0.167], [0.131, -0.057, -0.051], [-0.324, -0.043, 0.066], [-0.073, 0.087, -0.044], [-0.053, -0.105, 0.388], [0.086, 0.218, -0.551], [-0.222, 0.042, -0.159], [0.064, 0.091, -0.009], [-0.371, -0.384, -0.257], [0.300, 0.326, 0.195], [0.289, -0.165, 0.367], [-0.004, -0.249, -0.168], [-0.241, 0.461, -0.003], [-0.190, -0.498, 0.109], [0.196, 0.372, 0.298], [-0.659, -0.149, 0.134], [0.299, 0.018, 0.037], [0.079, -0.048, -0.028], [0.074, -0.186, -0.390], [-0.027, -0.015, -0.009], [0.208, -0.118, 0.071], [0.183, 0.121, -0.154], [-0.037, 0.021, 0.027], [0.365, 0.009, -0.443], [-0.174, 0.352, 0.217], [0.234, -0.122, 0.262], [0.384, 0.440, -0.355], [-0.009, 0.182, -0.017], [-0.170, -0.302, 0.073], [-0.607, -0.013, 0.064], [-0.017, 0.024, -0.003], [-0.020, -0.111, 0.214], [-0.028, -0.253, -0.079], [0.055, 0.056, -0.025], [-0.098, 0.192, 0.391], [-0.035, -0.404, -0.324], [0.333, 0.062, 0.356], [-0.240, -0.156, 0.068], [0.175, 0.030, -0.061], [-0.002, 0.136, -0.058], [-0.238, -0.038, -0.274], [-0.042, -0.023, 0.002], [0.178, 0.016, -0.169], [-0.006, 0.264, -0.041], [-0.008, -0.046, 0.055], [-0.281, 0.067, -0.426], [0.467, 0.265, 0.230], [-0.074, -0.418, -0.375], [0.331, 0.374, -0.218], [-0.021, -0.246, 0.164], [0.118, 0.422, 0.190], [-0.203, 0.145, 0.308], [0.023, 0.016, 0.013], [0.105, -0.157, 0.163], [-0.234, -0.084, 0.074], [0.011, 0.009, -0.045]]}

---

Record 2
{"formula": "C25H38F6MnO3P3S2", "method": "ωB97M-V/def2-TZVPD", "fmax_ev_per_a": 1.4, "e_homo_ev": [-4.47, -4.82], "e_above_lowest_kcal_mol": 23.18, "total_charge": -1, "gap_ha": [0.255, 0.268], "multiplicity": 6, "e_tot_ev": -129852.970, "lumo_energy_ev": [2.46, 2.46], "species": ["Mn", "C", "C", "C", "C", "C", "H", "H", "H", "H", "H", "C", "P", "C", "C", "C", "C", "C", "C", "C", "P", "C", "C", "H", "H", "H", "H", "H", "H", "H", "H", "H", "H", "H", "H", "H", "H", "H", "H", "C", "C", "C", "O", "P", "S", "S", "O", "C", "C", "C", "H", "H", "H", "H", "H", "H", "H", "H", "H", "H", "H", "H", "H", "H", "C", "C", "O", "C", "F", "F", "F", "C", "F", "F", "F", "H", "H", "H"], "coordinates": [[0.2001, -0.0980, 0.5491], [2.4519, 0.2535, 1.7225], [1.5306, 1.0861, 2.3947], [1.1151, 2.0935, 1.5024], [1.7822, 1.8861, 0.2697], [2.6172, 0.7534, 0.4154], [3.0339, -0.5335, 2.1742], [1.2682, 1.0174, 3.4393], [0.4863, 2.9337, 1.7549], [1.8432, 2.5882, -0.5515], [3.3613, 0.4401, -0.2971], [-2.7189, -3.2882, -2.5083], [-2.0114, -1.6776, -1.9142], [-2.8391, -1.6737, -0.2748], [-3.1174, -0.4566, -2.7156], [-4.1913, -0.6997, -3.5537], [-4.9222, 0.3570, -4.0744], [-4.6123, 1.6551, -3.7103], [-3.5298, 1.9063, -2.8803], [-2.7408, 0.8608, -2.4218], [-1.1691, 1.0372, -1.4675], [-1.1854, 2.8680, -1.2173], [-0.0215, 0.9422, -2.9109], [-3.8062, -3.3042, -2.4216], [-2.3034, -4.0729, -1.8781], [-2.4314, -3.4743, -3.5432], [-3.7719, -2.2396, -0.2929], [-3.0238, -0.6462, 0.0362], [-2.1357, -2.1200, 0.4273], [-4.4746, -1.7113, -3.8000], [-5.7363, 0.1632, -4.7596], [-5.2122, 2.4790, -4.0762], [-3.3132, 2.9304, -2.6200], [-1.2299, 3.4095, -2.1613], [-0.2842, 3.1486, -0.6822], [-2.0389, 3.1264, -0.5932], [-0.2409, 1.7244, -3.6380], [-0.1437, -0.0322, -3.3784], [0.9997, 1.0389, -2.5420], [-2.4557, -4.6045, 2.1350], [-1.7411, -3.7507, 3.1861], [-0.2753, -3.5689, 2.8273], [-2.4513, -2.5212, 3.2635], [-1.9298, -1.0802, 3.8420], [-0.5680, -1.2089, 5.2465], [-1.6802, 0.1628, 2.2528], [-3.2600, -0.5754, 4.5930], [-4.6196, -0.6606, 4.1891], [-5.2116, -1.9865, 4.6598], [-4.8175, -0.4780, 2.6943], [-2.1442, -5.6435, 2.2168], [-2.2077, -4.2488, 1.1391], [-3.5348, -4.5520, 2.2679], [-1.8188, -4.2386, 4.1681], [-0.1788, -2.8873, 1.9771], [0.1466, -4.5358, 2.5681], [0.2815, -3.1458, 3.6593], [-5.1088, 0.1671, 4.7248], [-4.6914, -2.8090, 4.1758], [-6.2695, -2.0282, 4.4047], [-5.0944, -2.0873, 5.7367], [-4.2428, -1.2290, 2.1639], [-4.4674, 0.5026, 2.3829], [-5.8699, -0.5890, 2.4489], [1.0318, -2.8779, -2.6083], [1.2257, -2.8681, -1.0737], [0.4573, -2.0028, -0.4105], [0.9785, -4.3254, -0.5642], [-0.3226, -4.5500, -0.3554], [1.3627, -5.2770, -1.4442], [1.6073, -4.6258, 0.5774], [2.7444, -2.6032, -0.8587], [3.5232, -3.6088, -1.3253], [3.0936, -2.4284, 0.4117], [3.1363, -1.5155, -1.5414], [0.0590, -3.2881, -2.8583], [1.8122, -3.4576, -3.0924], [1.0812, -1.8490, -2.9468]], "forces_ev_per_a": [[0.709, -0.649, 0.318], [0.005, 0.221, 0.121], [0.262, 0.195, 0.006], [0.139, 0.013, 0.065], [0.233, 0.008, 0.059], [0.029, 0.188, -0.102], [-0.177, -0.193, -0.050], [-0.264, -0.191, -0.083], [-0.205, -0.085, -0.051], [-0.213, -0.130, -0.096], [-0.146, -0.180, -0.081], [0.159, 0.319, -0.122], [-0.934, -0.626, -0.285], [0.279, -0.044, -0.106], [0.172, -0.136, -0.003], [-0.050, 0.046, -0.038], [-0.085, 0.044, -0.060], [-0.141, 0.007, -0.100], [0.099, 0.099, 0.036], [-0.179, -0.250, 0.224], [0.189, 1.239, -0.670], [0.018, -0.276, 0.163], [0.014, -0.054, 0.224], [-0.017, -0.041, 0.017], [0.037, -0.063, -0.011], [-0.001, -0.087, -0.039], [-0.024, 0.037, -0.011], [-0.043, -0.177, 0.096], [-0.169, 0.001, 0.168], [0.007, -0.146, -0.052], [-0.105, 0.002, 0.019], [0.026, 0.017, -0.021], [0.096, 0.083, 0.050], [-0.040, 0.009, -0.032], [0.049, 0.020, 0.024], [-0.067, 0.084, 0.040], [-0.014, 0.033, 0.040], [0.059, -0.010, -0.008], [0.065, 0.006, -0.064], [0.029, 0.286, 0.301], [0.360, -0.564, -0.023], [-0.100, 0.102, 0.154], [-0.074, 0.982, 0.008], [0.042, -0.309, 0.264], [-0.183, 0.079, -0.449], [0.175, -0.099, 0.329], [0.305, 0.099, 0.050], [-0.536, -0.145, -0.198], [0.144, 0.237, 0.059], [0.035, 0.167, 0.218], [0.087, -0.090, 0.014], [-0.026, 0.027, -0.088], [-0.102, -0.009, 0.049], [-0.007, 0.071, -0.082], [0.026, -0.171, -0.101], [0.073, -0.065, -0.101], [0.009, -0.042, -0.049], [0.081, -0.188, -0.104], [-0.006, -0.066, -0.052], [-0.103, -0.022, 0.026], [-0.017, -0.037, 0.087], [-0.033, -0.099, -0.200], [-0.040, 0.008, -0.108], [-0.203, -0.002, -0.016], [0.031, 0.034, 0.250], [0.602, -0.393, -0.221], [-0.186, 0.900, 0.826], [0.029, -0.281, -0.099], [-0.465, 0.177, -0.012], [0.150, -0.046, -0.294], [0.146, 0.158, 0.263], [0.191, -0.100, -0.056], [-0.003, -0.284, -0.100], [-0.097, 0.147, 0.216], [-0.040, 0.280, -0.127], [-0.035, -0.069, -0.052], [0.008, -0.081, -0.114], [-0.039, 0.076, -0.053]]}